Molecular formula: C30H80B2F5O21S
Method: DFT, ωB97M-V with the def2-TZVPD basis set

Calculated values
Gap between HOMO and LUMO   7.430 eV
Spin multiplicity   1
Maximum force   1.134 eV Å⁻¹
Energy above the lowest of the compared OMol25 structures with the same formula, charge and spin   0.0000 eV
Total charge   -1

Last column: Löwdin charge in e.
Element x y z (Å)
S  3.0379  -0.8481  -0.8367  0.8957
F  2.4534  0.0873  -3.1700  0.0769
F  2.5620  1.6540  -1.6522  0.1265
F  5.3514  0.0123  -2.9347  0.1865
F  5.1200  1.8448  -1.8523  0.1812
F  4.3427  1.6677  -3.8322  0.1529
O  0.4644  1.6414  0.2857  -0.1318
O  -2.6686  3.4640  4.4551  -0.1300
O  3.8767  -1.9064  -1.3716  -0.3295
O  -5.5524  1.3125  -3.2505  -0.1244
O  5.9433  -0.2024  0.0942  -0.1810
O  -3.1256  -4.1357  1.2682  -0.1271
O  -6.8208  -0.8841  1.4312  -0.1280
O  -2.7089  2.5849  -4.5294  -0.1371
O  2.3747  0.2658  5.3393  0.1455
O  2.9215  -1.1483  1.9221  0.0875
O  -0.8313  -3.6011  5.7006  -0.1339
O  -3.6988  1.4320  1.4883  -0.1266
O  -1.3175  -1.2594  -2.9890  -0.1353
O  3.7150  -1.5391  4.5232  0.1650
O  -2.3578  2.2467  -8.3950  -0.1308
O  0.6994  0.7132  -5.7557  -0.1183
O  -7.7483  0.0426  -5.9807  -0.1207
O  0.8354  -1.1530  3.0350  -0.0649
O  1.8188  -4.3485  7.6339  -0.1324
O  1.5922  -1.0367  -0.9062  -0.3638
O  2.7618  1.0380  1.1437  0.0551
C  1.9970  2.1854  3.0961  -0.1083
C  -0.3154  -2.1563  -2.5082  -0.1520
C  0.5103  2.1074  -5.5552  -0.1478
C  -7.3186  0.6941  -7.1633  -0.1716
C  -1.2867  3.6767  4.6909  -0.1716
C  -1.3321  -4.1228  6.9256  -0.1584
C  -3.1504  -5.2956  2.0853  -0.1660
C  2.0296  -4.6988  0.1920  -0.0988
C  -8.0626  -0.3586  0.9865  -0.1631
C  2.6241  -4.0042  6.5045  -0.1351
C  3.1694  0.5550  -2.1153  -0.4400
C  5.1181  -0.0230  1.2430  -0.0764
C  7.3290  -0.1779  0.3343  -0.2471
C  4.5315  1.0067  -2.6822  -0.6012
C  0.4859  -3.1122  1.5276  -0.1458
C  1.0270  -4.5522  1.3409  -0.2379
C  -0.8237  1.8679  -0.2601  -0.2624
C  8.0164  0.9286  -0.4551  -0.2338
C  -4.9589  1.9236  1.0444  -0.1408
C  7.7491  2.3211  0.1173  -0.1097
C  -1.0767  2.0918  -8.9980  -0.1609
C  3.4049  2.6078  3.4049  -0.1581
C  -6.3413  2.4815  -3.3957  -0.1651
C  0.3922  1.0446  1.5671  -0.1077
C  1.8186  0.9515  2.1796  -0.2820
C  0.7799  -2.5701  2.9296  -0.1773
C  4.0495  3.5894  2.7784  0.0108
C  -2.8498  3.8301  -5.2009  -0.1479
C  2.0885  -0.4812  2.8274  -0.2679
C  -0.7390  1.8136  -1.7696  -0.0652
B  3.5174  -0.1838  1.0048  -0.7824
B  2.7842  -0.5439  4.2823  -0.5361
H  2.8510  -2.9379  6.4708  0.0659
H  0.9153  -2.4507  0.7729  0.0856
H  1.0916  0.3662  -4.9471  0.0524
H  2.0454  -4.2609  5.6200  0.0753
H  -0.0866  2.5870  -2.1881  0.0738
H  0.1958  -5.2529  1.1979  0.0902
H  -0.7954  4.1223  3.8201  0.0743
H  -6.2866  0.4381  -7.4224  0.0719
H  -2.7722  2.8734  3.6907  0.0636
H  2.3070  -4.1329  8.4329  0.0731
H  -1.5182  1.0960  0.1014  0.1021
H  -0.0511  -2.8570  3.5877  0.1081
H  1.5101  3.0214  2.5774  0.1232
H  -1.1546  1.8845  -10.0686  0.0745
H  -3.0476  4.5926  -4.4507  0.0798
H  -4.7666  1.4317  -3.7984  0.0540
H  -1.9345  4.0874  -5.7394  0.0707
H  -4.9828  2.9866  1.2735  0.0789
H  -8.1808  -0.4464  -0.0968  0.0783
H  3.9482  2.0683  4.1821  0.0928
H  5.3965  -0.7758  2.0028  0.1190
H  7.7571  -1.1580  0.0720  0.1205
H  5.3185  0.9761  1.6633  0.1067
H  -1.2104  4.3685  5.5288  0.0740
H  7.5232  -0.0302  1.4117  0.1190
H  -2.8975  -6.1357  1.4416  0.0760
H  1.7679  -4.0658  -0.6594  0.0625
H  -6.7894  -1.8181  1.2057  0.0760
H  -0.6004  -3.1507  1.3968  0.0960
H  1.6931  -3.0311  3.3325  0.1163
H  0.0542  2.4945  -6.4667  0.0519
H  3.5589  -4.5702  6.4854  0.0810
H  9.0972  0.7337  -0.4771  0.1023
H  -0.2416  1.6761  2.2162  0.1265
H  1.4541  2.0259  4.0309  0.1066
H  -0.3642  0.8364  -2.0850  0.0593
H  -0.5542  3.0365  -8.8651  0.0773
H  -8.0689  0.6971  1.2496  0.0703
H  3.6089  4.1002  1.9263  0.0685
H  -5.0766  1.7900  -0.0340  0.0769
H  -3.6778  3.8090  -5.9148  0.0736
H  -5.7786  1.4249  1.5620  0.0520
H  -7.1722  0.3233  -5.2596  0.0534
H  -5.8115  3.3832  -3.0764  0.0783
H  -0.1237  -2.9878  5.9255  0.0652
H  3.0302  -4.3791  0.5050  0.0764
H  -2.1344  -4.8186  6.6843  0.0739
H  -1.7179  -1.6283  -3.7803  0.0630
H  8.0965  3.1101  -0.5572  0.0662
H  -7.4012  1.7829  -7.0896  0.0708
H  0.1214  -1.6949  -1.6247  0.0313
H  1.4565  2.6291  -5.3865  0.0842
H  -6.6658  2.6206  -4.4337  0.0660
H  -8.9112  -0.8426  1.4778  0.0734
H  8.2728  2.4533  1.0726  0.0687
H  -0.7358  -3.1262  -2.2287  0.0754
H  -0.5511  -4.6538  7.4696  0.0558
H  -2.5178  1.9263  -5.2068  0.0760
H  -4.1399  -5.4743  2.5184  0.0700
H  -1.7339  1.9414  -2.2147  0.0638
H  -2.8387  1.4204  -8.4958  0.0723
H  -1.7430  -3.3326  7.5619  0.0769
H  -7.9688  0.3540  -7.9669  0.0749
H  -1.2245  2.8332  0.0960  0.1193
H  -0.4931  1.3013  -8.5202  0.0757
H  5.0524  3.8857  3.0760  0.0491
H  0.4823  -2.3018  -3.2415  0.0812
H  -2.4137  -5.2419  2.8918  0.0746
H  -3.3218  -3.3728  1.8196  0.0720
H  -7.2238  2.3553  -2.7716  0.0777
H  1.5214  -4.8688  2.2711  0.0954
H  -0.7646  2.7506  4.9496  0.0704
H  7.6614  0.8810  -1.4905  0.0980
H  -0.0798  0.0614  1.5178  0.1302
H  3.0908  0.6717  5.8413  0.1011
H  4.4631  -1.2730  5.0687  0.1086
H  6.6795  2.4684  0.2914  0.0623
H  2.1084  -5.7399  -0.1393  0.0621
H  -0.1581  2.3014  -4.7130  0.0598
H  -3.6560  0.4904  1.2955  0.0760